(1)
Here is a 2-piece molecular cluster, C16H31IN5O5S overall at a distorted geometry from the Open Molecules 2025 dataset. Energies are from ωB97M-V/def2-TZVPD.

Values from the calculation:
Lowest unoccupied orbital energy   0.02863 hartree
Calculated total energy   -1973.651831 a.u.
Net charge   -1
Frontier orbital gap   1.7 eV
Highest occupied orbital energy   -0.9482 eV

Element x y z (Å)
C1 -0.26 -1.34 7.57
C2 1.18 -1.87 7.15
S1 1.24 -2.90 5.61
C3 -0.46 -2.94 4.79
N1 -0.43 -1.80 3.80
O1 -0.16 -0.61 4.43
C4 -0.65 -1.92 2.48
N2 -0.98 -3.20 1.93
C5 -1.19 -2.95 0.53
O2 -1.54 -4.02 -0.29
N3 -0.96 -1.56 0.33
C6 -1.17 -1.10 -1.07
C7 -2.35 0.00 -1.24
C8 -2.86 -0.17 -2.77
C9 -1.77 0.48 -3.76
N4 -0.79 -0.50 -4.29
C10 0.29 0.19 -5.04
C11 1.59 0.78 -4.34
O3 0.24 0.29 -6.29
N5 -0.60 -0.86 1.46
C12 -0.26 0.56 1.56
I1 1.27 1.25 0.06
C13 -1.56 1.54 1.56
C14 -1.78 2.28 2.96
H1 -1.08 -2.13 7.54
H2 -0.53 -0.38 7.00
H3 -0.18 -1.02 8.67
H4 1.54 -2.56 8.01
H5 1.98 -1.07 7.05
H6 -0.52 -3.95 4.30
H7 -1.30 -2.85 5.53
H8 0.76 -0.33 4.19
H9 -2.51 -4.17 -0.24
H10 -0.21 -0.74 -1.58
H11 -1.52 -1.97 -1.74
H12 -1.98 1.06 -1.09
H13 -3.23 -0.28 -0.58
H14 -3.82 0.43 -2.87
H15 -3.08 -1.26 -3.03
H16 -1.28 1.33 -3.18
H17 -2.32 0.98 -4.64
H18 -1.25 -1.07 -5.02
H19 2.43 0.00 -4.40
H20 1.90 1.73 -4.87
H21 1.39 1.01 -3.24
H22 0.27 0.85 2.53
H23 -2.49 0.90 1.35
H24 -1.51 2.27 0.67
H25 -1.15 3.22 3.00
H26 -2.91 2.51 3.05
H27 -1.57 1.54 3.79
O4 4.33 2.43 -4.43
C15 4.72 3.49 -5.13
C16 4.81 3.09 -6.71
O5 5.21 4.14 -7.40
H28 5.70 3.92 -4.88
H29 4.06 4.38 -5.10
H30 3.82 2.66 -6.96
H31 5.46 2.19 -6.74


(2)
Here is one molecule with the formula C6H8FNO at a distorted geometry from the Open Molecules 2025 dataset. Energies are from ωB97M-V/def2-TZVPD.

Values from the calculation:
Lowest unoccupied orbital energy   0.02225 hartree
Calculated total energy   -463.165007 a.u.
Net charge   0
Frontier orbital gap   8.1 eV
SMILES   COC1=C(F)N=CCC1
Highest occupied orbital energy   -7.5177 eV

Element x y z (Å)
C1 -0.72 -1.70 1.66
O1 0.28 -2.01 0.81
C2 0.78 -1.01 -0.02
C3 2.04 -1.23 -0.83
F1 2.85 -2.24 -0.63
N1 2.44 -0.30 -1.74
C4 1.73 0.69 -2.09
C5 0.38 0.96 -1.53
C6 0.28 0.42 -0.13
H1 -0.09 -1.37 2.54
H2 -1.21 -2.59 1.84
H3 -1.57 -1.00 1.52
H4 2.24 1.36 -2.76
H5 0.08 1.99 -1.64
H6 -0.23 0.14 -2.02
H7 -0.78 0.33 0.19
H8 0.65 0.96 0.73


(3)
Here is an isolated ion of composition C5H10ClN5O2 and charge +2 at a distorted geometry from the Open Molecules 2025 dataset. Energies are from ωB97M-V/def2-TZVPD.

Values from the calculation:
Lowest unoccupied orbital energy (spin up / spin down)   -0.35283 / -0.35286 hartree
Calculated total energy   -1080.132749 a.u.
Net charge   +2
Frontier orbital gap (spin up / spin down)   7.3 / 7.3 eV
Highest occupied orbital energy (spin up / spin down)   -16.8774 / -16.8771 eV

Element x y z (Å)
C1 -1.65 0.25 -0.52
C2 0.85 0.78 1.01
C3 -1.02 -0.98 -0.57
C4 1.25 -0.35 -1.18
C5 2.62 1.42 -0.39
N1 1.52 0.55 -0.30
N2 0.18 -1.19 -1.24
N3 -1.43 -2.09 0.13
N4 -2.71 0.44 0.27
N5 1.33 0.08 2.03
O1 -3.39 1.55 0.07
O2 -3.13 -0.38 1.10
Cl1 -1.37 1.48 -1.69
H1 2.01 -0.40 -1.97
H2 2.32 2.40 -0.10
H3 3.38 1.10 0.34
H4 3.27 1.38 -1.41
H5 0.24 -1.87 -1.97
H6 -2.44 -2.37 0.44
H7 -0.83 -2.84 0.23
H8 1.11 0.29 2.95
H9 -3.98 1.58 0.76
H10 1.89 -0.81 1.99


(4)
Here is a 4-piece molecular cluster, C3H13O3S overall from the Open Molecules 2025 dataset. Energies are from ωB97M-V/def2-TZVPD.

Values from the calculation:
Lowest unoccupied orbital energy   0.13490 hartree
Calculated total energy   -746.074176 a.u.
Net charge   -1
Frontier orbital gap   7.2 eV
Highest occupied orbital energy   -3.4797 eV

Element x y z (Å)
C1 0.69 2.02 -1.68
C2 0.51 2.00 -0.16
C3 1.27 0.86 0.52
S1 0.76 -0.81 -0.02
H1 0.45 1.05 -2.08
H2 1.73 2.23 -1.92
H3 0.10 2.80 -2.17
H4 0.83 2.97 0.24
H5 -0.55 1.86 0.09
H6 1.12 0.97 1.60
H7 2.34 0.96 0.31
H8 -4.73 -1.64 1.04
H9 -3.98 -0.44 0.43
O1 -4.86 -0.73 0.78
H10 3.63 -1.66 1.69
H11 2.84 -1.68 0.39
O2 3.76 -1.75 0.74
H12 -2.31 0.13 -1.14
H13 -1.33 -0.48 -0.15
O3 -2.32 -0.37 -0.31


(5)
Here is C5H14N2O as an isolated structure at a distorted geometry from the Open Molecules 2025 dataset. Energies are from ωB97M-V/def2-TZVPD.

Values from the calculation:
Lowest unoccupied orbital energy (spin up / spin down)   0.14218 / 0.14024 hartree
Calculated total energy   -383.480064 a.u.
Multiplicity   2
Net charge   -1
Frontier orbital gap (spin up / spin down)   3.0 / 9.5 eV
⟨S²⟩   0.751
Highest occupied orbital energy (spin up / spin down)   0.8216 / -5.6395 eV

Element x y z (Å)
C1 -0.26 2.22 0.04
C2 0.17 0.83 0.58
C3 0.73 -0.12 -0.52
C4 -0.35 -0.62 -1.45
C5 -0.74 0.14 -2.48
N1 -1.12 -1.68 -0.87
N2 0.99 0.38 1.96
H1 0.41 2.62 -0.73
H2 -0.17 2.93 0.87
H3 -1.25 2.09 -0.41
H4 -0.82 0.45 0.88
H5 1.07 -0.96 0.06
H6 1.51 0.31 -1.15
H7 -1.72 0.09 -2.92
H8 -0.01 0.88 -2.77
H9 -0.50 -2.36 -0.45
H10 -1.55 -1.39 0.02
H11 1.37 1.19 1.20
H12 0.48 0.94 2.65
H13 0.65 -3.33 2.20
H14 0.66 -1.86 1.82
O1 0.44 -2.74 1.47


(6)
Here is one molecule with the formula C6H4N4 at a distorted geometry from the Open Molecules 2025 dataset. Energies are from ωB97M-V/def2-TZVPD.

Values from the calculation:
Lowest unoccupied orbital energy   -0.05001 hartree
Calculated total energy   -450.014046 a.u.
Net charge   0
Frontier orbital gap   8.5 eV
SMILES   c1cc2nncnc2cn1
Highest occupied orbital energy   -9.8896 eV

Element x y z (Å)
C1 -2.16 0.56 -0.02
C2 -1.05 1.35 0.07
C3 0.23 0.73 0.04
N1 1.35 1.44 -0.02
N2 2.46 0.72 -0.03
C4 2.43 -0.62 -0.05
N3 1.37 -1.40 0.09
C5 0.24 -0.68 0.06
C6 -0.98 -1.37 -0.03
N4 -2.18 -0.78 -0.05
H1 -3.14 1.08 -0.01
H2 -1.16 2.46 -0.01
H3 3.45 -1.07 -0.04
H4 -0.87 -2.42 -0.01